Record 1
59
Properties=species:S:1:pos:R:3 method="wB97M-V/def2-TZVPD" e_homo_ev="-1.848 / -3.249" spin_multiplicity=6 gap_ev="5.67 / 5.90" charge=-2
Cr -0.3924 -0.8210 0.7204
C -1.6959 -1.4231 4.8373
C -1.6445 -1.5123 3.4388
N -0.8875 -0.7151 2.7194
C -0.1799 0.2586 3.3560
C -0.1185 0.3832 4.7521
C -0.9188 -0.5069 5.4908
C 0.7534 1.3625 5.3033
C 1.5238 2.1243 4.4711
C 1.4664 2.0066 3.0599
C 2.2373 2.7938 2.1172
C 2.2530 2.4541 0.8257
C 1.5237 1.2165 0.3732
N 0.3610 0.9629 1.1660
C 0.5652 1.1133 2.4967
H -2.3230 -2.1166 5.3789
H -2.2170 -2.2612 2.9058
H -0.8977 -0.4716 6.5752
H 0.8230 1.4644 6.3806
H 2.2140 2.8474 4.8950
H 2.7774 3.6667 2.4712
H 2.7621 3.0537 0.0835
H 1.2447 1.2708 -0.6747
S -6.5893 3.7732 1.4112
C -5.2275 2.9716 0.9420
S -3.8363 3.7341 0.2862
C -2.8339 2.3105 -0.0204
C -3.4134 1.1034 0.4288
S -2.8252 -0.4802 0.3959
S -5.0269 1.2675 1.0963
S -1.3838 2.5192 -0.7971
O 1.6100 -1.1495 0.8835
N 2.3322 -0.0801 0.5210
C 3.7004 -0.1923 0.5902
C 4.5496 0.7801 0.0138
N 5.2728 1.5558 -0.4570
C 4.3181 -1.3167 1.1940
N 4.8867 -2.1911 1.6971
Cl 0.6442 -4.6458 -0.5968
Ge -0.4621 -3.3177 0.7780
Cl -2.3263 -4.5237 1.0512
Cl 0.5153 -3.9479 2.7283
O -1.4904 -2.4518 -1.7642
C -0.6633 -1.5892 -2.0597
O -0.0253 -0.8036 -1.2596
C -0.3459 -1.3931 -3.5184
C -0.0206 -2.5003 -4.2876
C 0.2231 -2.3792 -5.6603
C 0.0999 -1.1249 -6.2013
O 0.2580 -0.7456 -7.5208
C -0.0242 0.6515 -7.5611
O -0.2699 1.0981 -6.2337
C -0.2184 -0.0285 -5.4349
C -0.4397 -0.1183 -4.0850
H 0.0412 -3.4667 -3.8031
H 0.4915 -3.2330 -6.2708
H -0.9080 0.8282 -8.1784
H 0.8326 1.1859 -7.9740
H -0.6750 0.7491 -3.4769

Record 2
50
Properties=species:S:1:pos:R:3 method="wB97M-V/def2-TZVPD" e_homo_ev=-7.405 spin_multiplicity=1 gap_ev=7.02 charge=0
O 2.3398 -0.2983 1.6976
C 2.0818 0.9224 1.7029
C 3.0269 1.9789 1.9998
Cl 4.6493 1.4683 2.2148
C 2.5910 3.2925 2.2420
Cl 3.7171 4.4517 2.8115
C 1.2081 3.6659 2.0841
Cl 0.6570 5.2546 2.4519
C 0.2856 2.6920 1.6959
Cl -1.3984 2.9742 1.5006
C 0.6604 1.3384 1.5303
O -0.1185 0.4138 2.2789
C -0.4056 0.0232 1.0284
N -1.4378 -0.8271 1.0067
C -2.3502 -1.1839 2.0355
C -2.7243 -0.2661 3.0129
C -3.6160 -0.6714 4.0066
C -4.1574 -1.9718 3.9689
C -3.7929 -2.8661 2.9412
C -2.8651 -2.4627 1.9747
N -1.4515 -1.5718 -0.1329
C -0.4916 -1.0758 -0.8835
C -0.2955 -1.5827 -2.2256
C -0.5077 -2.9765 -2.3981
C -0.4691 -3.5432 -3.6636
C -0.2797 -2.7198 -4.7845
C -0.1405 -1.3326 -4.6397
C -0.1585 -0.7550 -3.3732
N 0.1893 -0.0362 -0.1954
C 1.1705 0.7887 -0.8698
C 0.9739 2.1544 -1.0793
C 1.9700 2.8991 -1.7234
C 3.1066 2.2537 -2.2071
C 3.2255 0.8691 -2.1039
C 2.2424 0.1305 -1.4489
H -2.3424 0.7496 2.9908
H -3.8987 0.0177 4.8025
H -4.8826 -2.2856 4.7329
H -4.2212 -3.8664 2.8793
H -2.5416 -3.1306 1.1783
H -0.7245 -3.5827 -1.5152
H -0.5927 -4.6223 -3.7652
H -0.2525 -3.1684 -5.7782
H -0.0213 -0.6936 -5.5176
H -0.1108 0.3291 -3.2533
H 0.0461 2.6290 -0.7355
H 1.8540 3.9853 -1.8539
H 3.8989 2.8341 -2.6859
H 4.0768 0.3390 -2.5355
H 2.2776 -0.9646 -1.3998

Record 3
49
Properties=species:S:1:pos:R:3 method="wB97M-V/def2-TZVPD" e_above_lowest_ev=0.103 e_homo_ev=-11.192 spin_multiplicity=1 gap_ev=7.26 charge=+1
Ti 0.2512 -0.2733 -0.2384
Br 0.3540 -0.4534 2.5648
C -1.0026 -1.8004 2.6449
C -1.3908 -2.2436 3.8680
C -2.3627 -3.2643 3.9353
C -2.8671 -3.7969 2.7850
C -2.4432 -3.3310 1.5155
C -2.9359 -3.9142 0.3196
C -2.5081 -3.4767 -0.8961
C -1.5962 -2.4010 -0.9833
C -1.0801 -1.7792 0.1418
C -1.4962 -2.2824 1.4173
H -0.9610 -1.8296 4.7719
H -2.6893 -3.6230 4.9028
H -3.6029 -4.5934 2.8224
H -3.6536 -4.7225 0.3964
H -2.8741 -3.9383 -1.8052
H -1.3105 -2.0811 -1.9738
S -0.8660 1.3368 -4.2024
C 0.1778 0.0355 -4.5765
C 0.6363 -0.6008 -3.4656
C 0.1282 -0.0310 -2.2609
C -0.7017 1.0341 -2.5242
C -1.3153 1.8235 -1.4592
C -2.0785 2.9617 -1.6607
C -2.5825 3.6406 -0.5686
C -2.3089 3.1755 0.7116
C -1.5384 2.0472 0.8461
N -1.0507 1.3733 -0.2095
H 0.3999 -0.1914 -5.6101
H 1.3096 -1.4462 -3.5076
H -2.2666 3.3028 -2.6706
H -3.1827 4.5301 -0.7105
H -2.6837 3.6803 1.5899
H -1.3029 1.6511 1.8212
Br 4.4957 -2.7202 -0.2767
C 4.9383 -0.8935 -0.1160
C 6.2947 -0.6049 -0.0977
C 6.7337 0.7039 0.0274
C 5.8237 1.7455 0.1404
C 4.4745 1.4640 0.1264
C 4.0068 0.1497 -0.0040
C 2.5477 0.0027 -0.0122
O 1.9353 -1.1199 -0.2412
O 1.7816 0.9984 0.2060
H 7.0041 -1.4170 -0.1811
H 7.7978 0.9079 0.0371
H 6.1667 2.7670 0.2385
H 3.7478 2.2578 0.2150

Record 4
48
Properties=species:S:1:pos:R:3 method="wB97M-V/def2-TZVPD" e_homo_ev="-11.700 / -11.912" spin_multiplicity=2 gap_ev="6.35 / 7.01" charge=+1
Re 0.0562 -0.0191 0.2533
S -1.1169 -1.9671 -0.2157
C 0.4587 -2.7252 0.0551
C 0.5003 -3.9599 0.6963
C 1.7169 -4.5426 1.0216
C 1.7563 -5.7953 1.6769
N 1.8002 -6.8085 2.2059
C 2.9243 -3.8802 0.7099
C 2.8897 -2.6895 0.0020
C 1.6756 -2.0966 -0.3385
S 1.7202 -0.5862 -1.2386
C 4.1756 -4.3677 1.1606
N 5.1970 -4.6799 1.5696
H -0.4236 -4.4591 0.9520
H 3.8092 -2.1954 -0.2752
C -1.8328 1.3873 6.7158
C -0.4628 1.2809 6.5200
C 0.0454 1.0906 5.2458
C -0.8356 1.0213 4.1703
C -2.2136 1.0764 4.3660
C -2.7073 1.2679 5.6429
P -0.2260 0.9321 2.4678
C 1.5824 1.2065 2.5022
C 2.2075 2.4181 2.2122
C 3.5918 2.4766 2.1940
C 4.3482 1.3426 2.4497
C 3.7304 0.1264 2.7078
C 2.3508 0.0550 2.7277
C -0.9648 2.3049 1.5097
C -1.5468 3.5133 1.8316
C -2.0189 4.3003 0.7838
C -1.8755 3.8995 -0.5371
C -1.2919 2.6782 -0.8589
C -0.8575 1.8586 0.1691
H -2.2195 1.5547 7.7113
H 0.2172 1.3472 7.3573
H 1.1123 1.0109 5.0843
H -2.8777 0.9744 3.5179
H -3.7738 1.3198 5.8012
H 1.6144 3.3000 2.0154
H 4.0905 3.4089 1.9776
H 5.4254 1.3998 2.4498
H 4.3244 -0.7562 2.8939
H 1.8503 -0.8831 2.9533
H -1.6284 3.8373 2.8595
H -2.4931 5.2447 1.0045
H -2.2172 4.5469 -1.3310
H -1.1792 2.3763 -1.8909

Record 5
56
Properties=species:S:1:pos:R:3 method="wB97M-V/def2-TZVPD" e_above_lowest_ev=0.565 e_homo_ev="-7.695 / -8.087" spin_multiplicity=5 gap_ev="6.24 / 5.48" charge=0
Pd 0.8324 0.1866 -0.5811
O 1.5638 -3.5553 -2.3986
C 1.4374 -2.5828 -1.6730
N 0.6727 -1.4831 -1.8978
C -0.0253 -1.2017 -3.0237
C -0.1291 -2.0724 -4.1253
C -0.8362 -1.7134 -5.2447
C -1.4826 -0.4732 -5.3111
C -1.4124 0.4045 -4.2585
C -0.6848 0.0869 -3.0970
N -0.5463 0.9177 -2.0316
C -1.0188 2.1930 -1.9381
O -1.7225 2.7713 -2.7498
C -0.5988 2.8649 -0.6543
C -1.0733 4.1415 -0.3637
C -0.5174 4.8238 0.7398
C 0.3171 4.1743 1.5830
C 0.5407 2.7077 1.4180
N 0.2724 2.2321 0.1165
C 2.1915 -2.5132 -0.3676
C 2.9912 -3.5859 0.0194
C 3.6498 -3.5284 1.2350
C 3.4924 -2.4017 2.0278
C 2.7001 -1.3651 1.5579
N 2.0768 -1.4249 0.3926
H 0.3818 -3.0212 -4.0747
H -0.8931 -2.3901 -6.0843
H -2.0304 -0.1978 -6.2007
H -1.8995 1.3652 -4.3084
H -1.7779 4.6096 -1.0322
H -0.7487 5.8691 0.8896
H 0.7883 4.6497 2.4250
H 1.5429 2.3755 1.7260
H 3.0742 -4.4348 -0.6404
H 4.2719 -4.3463 1.5650
H 3.9774 -2.3205 2.9875
H 2.5681 -0.4525 2.1253
O 4.3816 1.7498 -1.7125
N 3.3447 1.2854 -1.3283
O 2.5465 0.7402 -2.1253
O 3.0173 1.3086 -0.1244
O -0.9110 -2.0716 0.6255
C -1.1136 -1.1630 1.4108
N -0.3851 0.0270 1.3506
C -0.8214 0.8784 2.2556
O -0.4003 2.1018 2.4294
C -1.8833 0.2809 3.0487
C -2.6526 0.7508 4.0990
C -3.6246 -0.0971 4.6101
C -3.8156 -1.3749 4.0906
C -3.0412 -1.8531 3.0401
C -2.0731 -1.0168 2.5200
H -2.4949 1.7450 4.4891
H -4.2480 0.2417 5.4244
H -4.5884 -1.9998 4.5122
H -3.1827 -2.8426 2.6329

Record 6
55
Properties=species:S:1:pos:R:3 method="wB97M-V/def2-TZVPD" e_above_lowest_ev=0.000 e_homo_ev=-4.375 spin_multiplicity=1 gap_ev=5.91 charge=-1
Cu 2.2190 0.5333 0.4935
C 0.9544 4.9518 0.7403
C 1.6476 3.7759 0.4921
N 1.1201 2.5951 0.7715
C -0.1008 2.5690 1.2997
C -0.7872 3.7566 1.5390
N -0.2670 4.9467 1.2650
C -0.6704 1.2177 1.5700
C -1.8838 1.0210 2.2176
C -2.3452 -0.2768 2.3983
C -1.5836 -1.3237 1.8971
C -0.3866 -1.0400 1.2502
N 0.0631 0.2042 1.1255
C 0.4730 -2.0937 0.6468
C 0.0035 -3.3589 0.3195
N 0.7863 -4.2814 -0.2308
C 2.0463 -3.9267 -0.4549
C 2.5257 -2.6596 -0.1427
N 1.7353 -1.7501 0.4010
C -3.6188 -0.5373 3.1079
C -3.7475 -1.5978 3.9984
C -4.9603 -1.7992 4.6372
N -6.0331 -1.0334 4.4515
C -5.9050 -0.0211 3.5971
C -4.7364 0.2668 2.9106
H 1.3918 5.9154 0.5086
H 2.6419 3.7754 0.0617
H -1.7881 3.7558 1.9527
H -2.4513 1.8540 2.6081
H -1.9223 -2.3447 2.0064
H -1.0321 -3.6348 0.4802
H 2.6998 -4.6691 -0.8965
H 3.5553 -2.3762 -0.3125
H -2.9081 -2.2472 4.2103
H -5.0733 -2.6177 5.3396
H -6.7866 0.5925 3.4473
H -4.7076 1.0934 2.2128
O -0.4685 -0.2672 -4.2661
C 0.7811 -0.0299 -4.6906
C 1.0501 -0.0727 -6.0610
C 2.3295 0.1678 -6.5261
C 3.3650 0.4549 -5.6409
C 3.0966 0.4979 -4.2828
C 1.8187 0.2608 -3.7887
C 1.5497 0.3114 -2.3048
O 0.3719 0.0674 -1.9224
O 2.5181 0.5918 -1.5566
H -0.3983 -0.1866 -3.2605
H 0.2358 -0.2985 -6.7380
H 2.5234 0.1298 -7.5920
H 4.3660 0.6405 -6.0087
H 3.8730 0.7158 -3.5608
S 3.7446 0.6626 2.2312
C 4.3321 -0.8995 2.0759
N 4.7428 -1.9816 1.9725

no.,electronic energy (eV)
1,-221547.9465
2,-85856.1519
3,-206838.3658
4,-63282.9544
5,-53968.8700
6,-99290.6299